Density functional theory data (ωB97M-V with the def2-TZVPD basis set) for the ion C3H12N4OP with charge +1 in a non-equilibrium geometry.

The geometry in ORCA input format:
```
! RIJCOSX wB97M-V def2-TZVPD def2/J DEFGRID3
* xyz 1 1
C -2.16 -0.11 1.73
C -1.94 -0.14 0.20
N -0.88 -1.02 -0.29
N 0.32 -0.90 0.38
C 1.41 -0.44 -0.17
N 2.53 -0.39 0.56
N 1.43 -0.01 -1.47
P 0.87 1.64 -1.75
O 1.20 2.03 -3.10
H -2.18 0.92 2.06
H -1.41 -0.65 2.31
H -3.12 -0.53 1.97
H -2.86 -0.52 -0.24
H -1.85 0.88 -0.16
H -1.18 -1.99 -0.35
H 0.44 -1.23 1.34
H 2.66 -1.27 1.07
H 3.35 -0.31 -0.03
H 2.41 0.01 -1.75
H -0.52 1.62 -1.57
H 1.49 2.41 -0.74
*
```

Summary:
Lowest unoccupied orbital energy: -3.84 eV
Energy above the lowest of the compared OMol25 structures with the same formula, charge and spin: 0.00 kcal/mol
SMILES: CCNN/C(N)=[NH+]\[PH2]=O
E_HOMO: -14.37 eV